Entry 1:
An isolated ion of composition C2H5ClNS and charge +1 at a distorted geometry, computed with wB97M-V/def2-TZVPD.

The geometry in XYZ format:
```
10
Properties=species:S:1:pos:R:3
N -1.157 -0.137 0.031
C 0.183 0.127 -0.597
C 1.366 0.054 0.298
S 2.854 -0.325 0.117
Cl 0.605 0.344 2.098
H -1.328 -1.210 0.003
H -1.841 0.424 -0.422
H -1.214 0.155 0.988
H 0.396 -0.594 -1.399
H 0.136 1.163 -1.116
```

Output
SMILES string	[NH3+]CC(=S)Cl
lowest unoccupied orbital energy	-5.13	eV
multiplicity	1
relative energy (zero: lowest compared OMol25 entry of this formula, charge and spin)	22.1	kJ/mol
total charge	+1
HOMO	-0.516	hartree

Löwdin analysis output, partial charges in e: 0.14, -0.25, -1.05, 0.92, 0.50, 0.23, 0.15, 0.04, 0.14, 0.18


Entry 2:
A 2-piece molecular cluster, C2H5ClNS overall at a distorted geometry, computed with wB97M-V/def2-TZVPD.

The geometry in XYZ format:
```
10
Properties=species:S:1:pos:R:3
C 0.895 1.083 0.123
C 0.028 -0.108 -0.085
N -1.201 0.576 -0.167
S 1.623 2.438 0.274
Cl 2.800 -0.950 -0.393
H 0.377 -0.874 0.702
H 0.493 -0.595 -0.963
H 2.787 -2.321 -0.395
H -1.618 0.693 0.766
H -1.432 0.902 -1.076
```

Output
lowest unoccupied orbital energy	-5.80	eV
multiplicity	1
relative energy (zero: lowest compared OMol25 entry of this formula, charge and spin)	156.1	kJ/mol
total charge	+1
HOMO	-0.539	hartree

Löwdin analysis output, partial charges in e: -0.55, -0.37, 0.07, 1.05, 0.40, 0.15, 0.09, -0.08, 0.14, 0.11


Entry 3:
An isolated ion of composition C2H5ClO2PS3 and charge -1 at a distorted geometry, computed with wB97M-V/def2-TZVPD.

The geometry in XYZ format:
```
14
Properties=species:S:1:pos:R:3
O -0.318 2.438 0.576
P -0.982 1.392 -0.181
O -0.622 1.774 -1.678
S -2.934 0.994 0.059
C -0.015 -0.124 -0.148
C -0.060 -0.833 1.187
Cl 0.118 0.233 2.631
S 2.140 0.091 -0.752
S 2.687 1.766 0.305
H 0.381 1.771 -1.652
H -0.284 -0.849 -0.822
H 0.715 -1.582 1.452
H -1.098 -1.259 1.251
H 1.547 2.080 0.661
```

Output
SMILES string	[O-][P@](O)(=S)[C@H](CCl)SS
lowest unoccupied orbital energy	2.85	eV
multiplicity	1
relative energy (zero: lowest compared OMol25 entry of this formula, charge and spin)	13.1	kJ/mol
total charge	-1
HOMO	-0.174	hartree

Löwdin analysis output, partial charges in e: -0.44, -0.14, -0.27, 0.11, -0.52, -0.65, 0.52, 0.26, 0.26, 0.03, 0.03, 0.06, 0.07, -0.32


Entry 4:
A 2-piece molecular cluster, C2H5ClO2S overall at a distorted geometry, computed with wB97M-V/def2-TZVPD.

The geometry in XYZ format:
```
11
Properties=species:S:1:pos:R:3
C 1.586 -0.626 -0.158
C -0.102 0.997 -0.331
O -1.085 -0.309 1.815
O -1.386 -1.360 -0.429
S -1.258 -0.178 0.399
Cl -3.011 0.837 0.290
H 0.853 -1.288 -0.054
H 2.186 -0.563 -1.070
H 2.064 -0.333 0.669
H -0.374 1.155 -1.280
H 0.527 1.668 0.149
```

Output
lowest unoccupied orbital energy	-0.61	eV
multiplicity	1
relative energy (zero: lowest compared OMol25 entry of this formula, charge and spin)	275.4	kJ/mol
total charge	0
HOMO	-0.371	hartree

Löwdin analysis output, partial charges in e: 0.18, -0.10, -0.37, -0.36, 0.27, 0.38, -0.06, 0.05, -0.01, -0.01, 0.03


Entry 5:
A 2-piece molecular cluster, C2H5ClO4 overall at a distorted geometry, computed with wB97M-V/def2-TZVPD.

The geometry in XYZ format:
```
12
Properties=species:S:1:pos:R:3
O -1.828 -1.158 0.684
C -0.849 -0.959 -0.027
O 0.018 -1.788 -0.533
C -0.550 0.558 -0.397
O -1.765 1.179 -0.373
O 0.442 1.153 0.411
H -0.231 -2.656 -0.183
H -0.031 0.448 -1.442
H -2.274 0.695 0.219
H 0.084 2.054 0.552
Cl 3.804 -0.268 0.349
H 3.181 0.741 0.740
```

Output
SMILES string	O=C(O)C(O)O.Cl
lowest unoccupied orbital energy	0.53	eV
multiplicity	1
relative energy (zero: lowest compared OMol25 entry of this formula, charge and spin)	30.7	kJ/mol
total charge	0
HOMO	-0.385	hartree

Löwdin analysis output, partial charges in e: 0.10, -0.44, 0.17, -0.39, 0.07, -0.01, 0.15, 0.18, 0.05, 0.12, 0.30, -0.29


Entry 6:
A 2-piece molecular cluster, C2H5ClS overall at a distorted geometry, computed with wB97M-V/def2-TZVPD.

The geometry in XYZ format:
```
9
Properties=species:S:1:pos:R:3
C 1.437 -0.111 0.589
C -0.788 -0.334 -0.703
S -2.042 -0.011 0.618
Cl -0.241 0.799 -1.833
H 1.589 0.767 -0.169
H 1.111 0.077 1.559
H 1.881 -1.043 0.331
H -1.084 -1.343 -1.141
H -1.864 1.199 0.749
```

Output
lowest unoccupied orbital energy (alpha / beta)	0.37 / -0.02	eV
multiplicity	1
relative energy (zero: lowest compared OMol25 entry of this formula, charge and spin)	358.6	kJ/mol
total charge	0
HOMO (alpha / beta)	-0.293 / -0.307	hartree

Löwdin analysis output, partial charges in e: 0.03, -1.00, 0.67, 0.55, 0.00, -0.03, -0.02, 0.03, -0.24


Entry 7:
A 2-piece molecular cluster, C2H5F2N overall at a distorted geometry, computed with wB97M-V/def2-TZVPD.

The geometry in XYZ format:
```
10
Properties=species:S:1:pos:R:3
C -0.370 -0.124 -0.361
N -0.034 0.166 0.894
H 0.283 -0.063 -1.315
H -1.469 -0.184 -0.465
H 0.950 0.373 1.206
F -3.356 -1.131 -0.599
C -3.705 0.086 -0.778
F -2.927 0.798 0.284
H -3.533 0.218 -1.788
H -4.740 0.048 -0.870
```

Output
SMILES string	C=N.FCF
lowest unoccupied orbital energy	0.92	eV
multiplicity	1
relative energy (zero: lowest compared OMol25 entry of this formula, charge and spin)	346.5	kJ/mol
total charge	0
HOMO	-0.349	hartree

Löwdin analysis output, partial charges in e: -0.12, 0.00, 0.08, 0.00, 0.04, 0.06, -0.21, -0.06, 0.10, 0.11


Entry 8:
A 2-piece molecular cluster, C2H5F2N2P overall at a distorted geometry, computed with wB97M-V/def2-TZVPD.

The geometry in XYZ format:
```
12
Properties=species:S:1:pos:R:3
C -0.490 1.115 -1.018
N -0.406 0.495 0.284
P -1.454 -0.666 0.808
F -2.131 -0.055 2.144
F -0.329 -1.340 1.840
H 0.216 0.712 -1.825
H -0.423 2.182 -0.902
H -1.468 0.801 -1.391
H 0.279 0.709 1.030
C 2.101 -1.332 -0.287
N 2.220 -0.775 -1.304
H 1.885 -1.846 0.621
```

Output
SMILES string	CNP(F)F.C#N
lowest unoccupied orbital energy	0.92	eV
multiplicity	1
relative energy (zero: lowest compared OMol25 entry of this formula, charge and spin)	0.0	kJ/mol
total charge	0
HOMO	-0.379	hartree

Löwdin analysis output, partial charges in e: -0.18, -0.31, 0.81, -0.30, -0.34, 0.07, 0.07, 0.05, 0.10, -0.08, 0.06, 0.04


Entry 9:
One molecule with the formula C2H5F2N2P at a distorted geometry, computed with wB97M-V/def2-TZVPD.

The geometry in XYZ format:
```
12
Properties=species:S:1:pos:R:3
C 0.564 2.095 -0.364
N 0.797 1.284 0.573
P 0.960 -0.496 0.068
F 2.152 -0.425 -0.960
F 1.883 -1.092 1.246
N -0.260 -1.375 -0.370
C -1.572 -1.221 0.210
H 0.756 3.064 -0.018
H 0.303 1.686 -1.333
H -1.439 -0.787 1.108
H -2.046 -2.185 0.182
H -2.099 -0.548 -0.341
```

Output
SMILES string	C=NP(F)(F)=NC
lowest unoccupied orbital energy	0.34	eV
multiplicity	1
relative energy (zero: lowest compared OMol25 entry of this formula, charge and spin)	107.8	kJ/mol
total charge	0
HOMO	-0.346	hartree

Löwdin analysis output, partial charges in e: -0.10, -0.08, 0.63, -0.13, -0.16, -0.22, -0.20, 0.06, 0.07, 0.02, 0.08, 0.04


Entry 10:
A 2-piece molecular cluster, C2H5FO overall at a distorted geometry, computed with wB97M-V/def2-TZVPD.

The geometry in XYZ format:
```
9
Properties=species:S:1:pos:R:3
C 1.084 0.354 0.092
C -0.329 -0.348 -0.047
O -1.204 0.665 -0.121
F -2.996 -0.260 0.116
H 1.278 0.768 -0.970
H 1.204 1.247 0.671
H 1.847 -0.505 0.347
H -0.390 -0.845 0.879
H -0.494 -1.077 -0.967
```

Output
lowest unoccupied orbital energy (alpha / beta)	-3.36 / -3.41	eV
multiplicity	1
relative energy (zero: lowest compared OMol25 entry of this formula, charge and spin)	553.6	kJ/mol
total charge	0
HOMO (alpha / beta)	-0.429 / -0.422	hartree

Löwdin analysis output, partial charges in e: -0.04, -0.34, 0.07, -0.24, 0.10, 0.06, 0.12, 0.10, 0.17


Entry 11:
A 2-piece molecular cluster, C2H5FO overall at a distorted geometry, computed with wB97M-V/def2-TZVPD.

The geometry in XYZ format:
```
9
Properties=species:S:1:pos:R:3
C -0.927 0.572 0.273
C 1.173 -0.400 0.312
O -1.618 -0.150 -0.698
F 1.791 0.094 -0.844
H -1.256 0.240 1.147
H -0.385 1.408 -0.102
H 1.566 -0.092 1.300
H 0.777 -1.432 0.217
H -1.121 -0.240 -1.605
```

Output
lowest unoccupied orbital energy	0.87	eV
multiplicity	1
relative energy (zero: lowest compared OMol25 entry of this formula, charge and spin)	343.5	kJ/mol
total charge	0
HOMO	-0.292	hartree

Löwdin analysis output, partial charges in e: -0.06, -0.08, -0.12, -0.12, 0.03, 0.07, 0.06, 0.07, 0.15


Entry 12:
One molecule with the formula C2H5FS2 at a distorted geometry, computed with wB97M-V/def2-TZVPD.

The geometry in XYZ format:
```
10
Properties=species:S:1:pos:R:3
C -1.769 0.656 0.090
S -1.113 -0.806 -1.021
S 0.152 -1.613 0.337
C 1.848 -0.473 -0.006
F 1.372 0.765 -0.183
H -1.748 1.591 -0.453
H -1.050 0.642 0.830
H -2.698 0.405 0.491
H 2.501 -0.669 -0.953
H 2.505 -0.496 0.869
```

Output
SMILES string	CSSCF
lowest unoccupied orbital energy	0.71	eV
multiplicity	1
relative energy (zero: lowest compared OMol25 entry of this formula, charge and spin)	85.5	kJ/mol
total charge	0
HOMO	-0.334	hartree

Löwdin analysis output, partial charges in e: -0.35, 0.37, 0.37, -0.42, -0.12, 0.03, -0.05, 0.00, 0.11, 0.06